[1]
Computed, not measured: a 9-piece molecular cluster, C28H62N11O10 overall, with ωB97M-V/def2-TZVPD.

Cartesian coordinates (Å):
O1 3.611811 -0.607125 3.808713
O2 -2.638593 4.750699 -2.798786
O3 1.568393 8.645569 -5.153405
O4 5.361861 -4.404293 5.130550
O5 -2.859522 1.188996 -8.028324
O6 -2.492104 0.654857 -1.761601
O7 0.041830 -2.441007 2.934794
O8 -3.513297 0.464001 3.143660
O9 -2.526894 -0.759459 -3.342760
O10 -7.143158 4.116790 1.022206
N1 6.909573 -5.900732 5.887999
N2 -3.216017 -0.010666 -2.389220
N3 5.856645 -0.849594 4.145478
N4 -1.653940 1.308509 4.167156
N5 1.596404 -3.933919 3.696920
N6 -3.575087 3.840356 -4.670162
N7 -2.429293 -2.377179 -1.651677
N8 -5.276302 2.930177 0.460118
N9 -2.682102 -2.762893 0.442576
N10 -1.880272 -0.820801 -7.574727
N11 0.699622 6.687904 -4.364878
C1 8.137679 -6.135977 6.624036
C2 7.056617 -0.387696 4.814604
C3 -0.946080 -1.854439 -7.976183
C4 4.655599 -0.264411 4.340803
C5 -2.985008 1.146952 4.006051
C6 6.389030 -4.665372 5.736959
C7 1.077727 -2.703650 3.545876
C8 1.264965 5.911922 -5.451629
C9 -3.548329 2.790779 -5.673617
C10 -3.382618 -2.689772 -0.736119
C11 -2.774077 -2.165317 -3.089557
C12 0.907725 -5.065721 3.106056
C13 -1.101270 2.139756 5.218982
C14 -1.114000 -2.219673 -1.181878
C15 -0.747101 0.628537 3.258280
C16 -0.084678 6.008973 -3.348750
C17 -2.671241 3.898591 -3.670564
C18 0.922048 8.024284 -4.332969
C19 2.828694 -4.164401 4.435732
C20 6.217245 -7.030738 5.294342
C21 -6.125633 3.982749 0.371645
C22 -5.573000 1.859505 1.395292
C23 -2.089962 0.294102 -8.318320
C24 -4.078482 2.832318 -0.346811
C25 -4.607159 4.860318 -4.743592
C26 -1.323620 -2.507158 0.237174
C27 5.947086 -1.978351 3.235464
C28 -2.619082 -0.977738 -6.336680
H1 0.833311 -4.919223 2.025737
H2 5.292797 -2.773163 3.589694
H3 0.287107 0.854922 3.513253
H4 1.002795 4.860014 -5.343033
H5 8.543938 -5.201965 7.010888
H6 6.754012 -7.955158 5.499731
H7 -5.195851 4.844135 -3.824163
H8 8.871706 -6.596556 5.959464
H9 0.881816 6.289631 -6.401979
H10 6.989487 -3.880167 6.224281
H11 0.450599 8.520940 -3.468828
H12 -0.444801 6.711856 -2.598779
H13 1.675772 -1.919617 4.029922
H14 -0.178234 -1.964134 -7.206114
H15 -4.138000 5.841220 -4.838975
H16 -0.188132 -1.943542 -1.719835
H17 -5.624251 2.268177 2.405482
H18 -4.803512 1.093409 1.350611
H19 3.559600 -4.623347 3.772726
H20 -4.461819 -2.815693 -0.956128
H21 -3.109416 -2.966386 1.350960
H22 -3.580644 1.705305 4.745707
H23 -1.482586 -2.799429 -8.090590
H24 -1.893920 2.584234 5.820099
H25 7.791583 -0.084915 4.065486
H26 4.695219 0.580111 5.047277
H27 -3.427528 3.240419 -6.659014
H28 5.208499 -7.092472 5.707559
H29 -2.392297 -0.141397 -5.676575
H30 -2.350588 -1.913743 -5.848982
H31 -5.257448 4.680815 -5.597956
H32 3.233068 -3.231247 4.820692
H33 2.622533 -4.836769 5.270996
H34 7.932206 -6.808846 7.459152
H35 2.351474 6.022077 -5.446554
H36 1.446922 -5.988233 3.313363
H37 -1.932815 3.078913 -3.707458
H38 -4.134382 1.928859 -0.950404
H39 6.143130 -6.881213 4.215297
H40 -6.543577 1.422879 1.145888
H41 0.539747 5.254301 -2.861745
H42 -2.725608 2.100440 -5.494990
H43 -0.503879 2.936520 4.770347
H44 -0.559766 -2.496360 1.053395
H45 -0.952666 0.953414 2.235257
H46 -0.101365 -5.129629 3.519286
H47 -2.110296 -2.781981 -3.736885
H48 -4.491414 2.240248 -5.638789
H49 -3.689973 -0.970578 -6.554685
H50 6.838463 0.460602 5.462743
H51 -3.207007 2.777501 0.311170
H52 -0.465088 1.528190 5.862679
H53 -5.805670 4.736402 -0.367478
H54 -0.932967 5.527299 -3.818797
H55 -0.468082 -1.600136 -8.921279
H56 7.467322 -1.201137 5.417297
H57 -0.911883 -0.448121 3.321601
H58 -3.975161 3.696075 -1.003401
H59 -1.484647 0.323310 -9.238206
H60 6.971588 -2.343513 3.180670
H61 -3.866504 -2.376561 -3.269245
H62 5.614451 -1.665551 2.242898

Atoms 1-2, force components in eV/Å:
O 0.0 -0.1 0.0
O -0.4 -0.2 0.1

Properties
Energy relative to the best compared isomer or geometry (same formula, charge and spin): 1.204 eV
Largest force on an atom: 0.1079 Eh/bohr
Net charge: +1
Orbital gap: 6.57 eV
DFT total energy: -66897.9355 eV
LUMO: -3.50 eV
Multiplicity: 1

***

[2]
Computed, not measured: a 2-piece molecular cluster, C4H7INO overall, with ωB97M-V/def2-TZVPD.

Cartesian coordinates (Å):
I1 -4.261656 0.185340 -0.227045
O1 -1.277551 1.634061 -0.782936
N1 -0.791686 -0.585258 -0.738702
C1 1.277474 -0.611097 0.505384
C2 0.723097 0.781314 0.369602
C3 -0.575439 0.672104 -0.427442
C4 0.143716 -1.453443 -0.158850
H1 1.436986 1.315182 -0.305479
H2 0.370069 -2.239855 -0.930036
H3 2.063809 -0.531747 -0.132836
H4 0.659887 1.408659 1.342064
H5 -0.941403 2.534122 -0.633111
H6 -0.322731 -2.157771 0.613842
H7 1.495422 -0.951611 1.505549

Atoms 1-2, force components in eV/Å:
I 0.2 -0.2 0.0
O -2.1 1.7 -1.3

Properties
Energy relative to the best compared isomer or geometry (same formula, charge and spin): 0.578 eV
Largest force on an atom: 0.0885 Eh/bohr
Net charge: +1
Orbital gap (spin up / spin down): 10.57 / 4.84 eV
DFT total energy: -15889.0709 eV
LUMO (spin up / spin down): -3.40 / -8.36 eV
Multiplicity: 3

***

[3]
Computed, not measured: C9H11ClMoO3 as an isolated structure, with ωB97M-V/def2-TZVPD.

Cartesian coordinates (Å):
Mo1 -0.502462 -0.820854 0.013247
Cl1 -2.802147 0.263621 -0.590226
O1 -3.194216 -1.095881 2.047982
O2 0.961582 1.986297 1.389409
O3 0.112743 -2.075323 2.914464
C1 -2.446543 -0.863538 1.175497
C2 -0.152135 -1.333485 -2.111571
C3 1.398152 -0.111078 -0.829662
C4 0.350500 0.008994 -1.844756
C5 0.015995 -1.511233 1.890629
C6 0.591023 -2.258864 -1.296890
C7 1.541485 -1.506260 -0.515668
C8 -0.141930 1.294071 -2.405500
C9 0.009071 1.858282 2.450294
H1 -0.986453 1.756586 1.986152
H2 0.201848 0.943241 3.038507
H3 -0.929226 -1.599250 -2.837921
H4 0.023673 2.750035 3.104704
H5 2.348274 -1.956183 0.061643
H6 0.118938 2.119286 -1.740064
H7 1.822095 2.079306 1.801623
H8 -1.227368 1.260404 -2.530561
H9 0.302833 1.473861 -3.392162
H10 2.027996 0.686631 -0.456414
H11 0.556274 -3.348664 -1.322754

Atoms 1-2, force components in eV/Å:
Mo -5.4 1.6 1.8
Cl 1.1 -0.6 0.0

Properties
Energy relative to the best compared isomer or geometry (same formula, charge and spin): 0.000 eV
Largest force on an atom: 0.1549 Eh/bohr
Net charge: +2
Orbital gap (spin up / spin down): 6.86 / 6.50 eV
DFT total energy: -30011.5899 eV
LUMO (spin up / spin down): -10.88 / -11.21 eV
Multiplicity: 3

***

[4]
Computed, not measured: a 2-piece molecular cluster, C2H6BrNO2S overall, with ωB97M-V/def2-TZVPD.

Cartesian coordinates (Å):
Br1 -1.325161 1.049037 1.522349
S1 1.369440 -0.138744 -0.254029
O1 2.265276 0.741502 -0.973007
O2 1.197783 -1.489547 -0.749937
N1 1.908494 -0.069912 1.404993
C1 -1.168807 0.774457 -0.319450
C2 -1.715941 -0.388576 -0.913155
H1 -1.560570 -0.253633 -1.994823
H2 -0.948930 1.711127 -0.731980
H3 2.018674 -0.847609 2.078350
H4 -1.240429 -1.222668 -0.373844
H5 -2.783390 -0.727160 -0.565134
H6 1.983560 0.861728 1.869667

Atoms 1-2, force components in eV/Å:
Br -0.4 0.0 0.5
S -0.9 1.4 0.6

Properties
Energy relative to the best compared isomer or geometry (same formula, charge and spin): 2.965 eV
Largest force on an atom: 0.0645 Eh/bohr
Orbital gap (spin up / spin down): 7.15 / 7.91 eV
DFT total energy: -88630.5868 eV
LUMO (spin up / spin down): -1.34 / -0.90 eV
Multiplicity: 1